Record 1
C26H38N2O5S3Si2 | wB97M-V/def2-TZVPD

Values from the calculation:
Molecular weight   610.972 g mol⁻¹
Orbital gap   7.274 eV
E_HOMO   -8.2 eV
E_LUMO   -1.0 eV
Total charge   0

Each line ends with the Mulliken charge.
Positions of all 76 atoms, in Å:
C 3.8494 -4.6866 -0.7420  -0.989
O -6.6187 4.3770 0.4809  -0.298
H -7.0842 4.1969 -2.2373  0.329
H -9.6169 4.9079 2.2316  0.369
C 2.5086 0.9447 -0.3657  -0.185
C -2.9928 0.0738 1.7028  -0.050
H 5.8021 -2.4975 -2.1707  0.250
H 6.4102 1.4310 1.8402  -0.185
H 4.1139 -5.7329 -0.3503  0.426
H 10.3063 -0.8199 3.6757  0.335
C -2.4628 -2.5839 -3.2086  -0.620
H -8.0471 4.3328 2.8652  0.311
H -8.1641 5.9276 2.0457  0.313
O 5.0136 -0.5393 2.8877  -0.520
H 6.1540 -0.7523 -2.6864  0.374
H 4.3181 -4.4304 -1.7664  0.190
H 2.7818 -2.1850 -0.3477  0.119
O -8.8354 4.9265 -0.5133  -0.609
H -3.8491 -0.2332 0.9901  0.396
H -6.0766 2.6432 -0.5352  0.344
C -1.3389 1.2537 -1.1109  -0.116
H -4.4669 0.1415 3.5389  0.309
C 1.5718 0.7268 -1.6647  -0.090
H 2.7148 -4.4868 -0.8297  0.239
N 5.5204 -3.8062 1.0846  -0.597
C 4.1010 0.9156 -0.6558  -0.690
H -2.9366 -4.7076 -0.1337  0.287
C -2.2084 0.6877 4.2269  -0.379
H 3.3902 -1.8908 1.3731  0.399
H 5.7776 -4.8023 0.8735  0.239
C 7.9462 -0.5307 2.9900  -0.519
C -1.5416 0.2105 1.1203  -0.177
H 3.1474 -2.0908 -2.6120  0.160
H 4.2691 -2.2366 -4.0844  0.314
Si 6.3807 -0.0383 1.9499  0.540
C -2.8819 -3.8807 -2.4028  -0.452
H 5.2733 -1.1558 3.6217  0.320
H 4.5915 1.7278 0.0143  0.335
H -4.7987 3.8172 -0.2401  0.159
C -2.6717 -3.8129 -0.8273  -0.433
C -1.8944 -1.2649 -2.5040  -0.249
C 4.4643 -3.5805 0.3010  0.027
C -0.3853 0.6377 2.1365  -0.182
C -5.8499 3.7137 -0.5232  -0.226
H 2.2648 0.1952 0.4704  -0.216
O -8.4716 2.7161 0.6386  -0.630
H 4.2703 1.2509 -1.7442  0.410
H 1.1006 -0.3350 -1.5647  0.003
H -1.9664 -2.4925 1.0149  0.328
H 0.7065 0.8029 1.8251  0.136
C -3.3587 0.3034 3.2284  -0.573
Si 4.9362 -0.7966 -0.4374  0.183
C 4.0131 -1.5774 -3.1652  -0.745
C -2.0992 -2.5184 -0.1328  -0.481
C -0.7169 0.8760 3.6822  -0.550
H 3.7653 -0.5303 -3.5767  0.212
C 3.7430 -2.1429 0.3048  0.088
H 2.2711 2.0002 0.0673  0.543
S 0.2312 2.0577 -1.7640  -0.159
H 2.2010 0.6970 -2.6457  0.324
S -2.8139 1.9604 -1.4643  -0.074
H 0.1340 1.1871 4.4085  0.314
H -2.4962 0.8419 5.3392  0.293
O 6.4873 -0.7482 0.3748  -0.390
H -3.3055 -4.8387 -2.8647  0.323
H -2.5807 -2.6195 -4.3546  0.286
H -1.6195 -0.4103 -3.2214  0.304
C 9.1891 -0.7911 3.3779  -0.065
H -5.8696 5.4135 -1.8592  0.295
C -6.0579 4.3362 -1.8915  -0.980
H -5.3921 3.8811 -2.6294  0.335
C 5.3300 -1.4315 -2.2385  -0.575
N -1.1299 0.0253 -0.2937  0.638
C -8.5371 4.9039 2.0774  -0.930
S -8.2190 4.1293 0.5163  1.220
C -1.6934 -1.1928 -0.9163  0.616

Record 2
C26H38N4O5 | wB97M-V/def2-TZVPD

Values from the calculation:
Molecular weight   486.613 g mol⁻¹
Orbital gap   8.181 eV
E_HOMO   -8.0 eV
SMILES   CCCCN(C(=O)/C=C/c1ccc(OCC(C)C)c(OCC)c1)c1c(N)n(CCC)c(=O)[nH]c1=O
E_LUMO   0.2 eV
Total charge   0

Each line ends with the natural charge from an NBO analysis.
Positions of all 73 atoms, in Å:
C -0.3429 0.5805 -1.6551  -0.127
C -0.6874 1.9283 -1.5152  -0.174
H -0.3456 1.0143 1.0943  0.207
H 3.0027 3.0843 4.6300  0.210
C -4.2020 3.6038 -5.6538  -0.607
H 3.3360 -2.0305 6.3063  0.431
H 1.7332 -6.3706 5.7513  0.217
H -1.4710 -3.5754 3.9676  0.386
C 0.2099 -2.5278 4.3719  0.472
H -0.7152 -6.5092 5.1237  0.211
H -2.6151 3.1145 -8.6953  0.207
C -0.6412 0.8036 -4.0633  0.265
H 2.0429 -0.0057 -4.3527  0.215
H 0.9259 3.4780 2.4273  0.184
H 0.0684 -4.8317 6.7555  0.261
C 1.0355 -1.4746 4.0264  -0.127
O -1.4383 2.9866 -4.8837  -0.504
H -1.3265 -4.2352 5.8447  0.197
H -1.2080 2.3380 -6.8347  0.174
C -3.0104 3.5139 -6.6030  -0.235
C 1.8879 3.1008 2.7859  -0.390
C -0.0212 0.0444 0.7594  -0.325
H -0.8946 -2.5846 2.7219  0.436
H -1.3242 3.7132 -2.5068  0.225
H -3.9314 2.1592 -8.0103  0.203
H 1.2610 3.2450 4.8567  0.197
C 1.3750 -6.1495 4.7491  -0.612
H 2.6670 3.5458 2.1635  0.205
H 2.8920 1.2058 2.9987  0.245
H 2.7323 -0.2087 -5.9679  0.218
N -0.9718 -2.7341 3.7295  -0.800
C 2.0997 3.5388 4.2306  -0.609
C -1.9988 2.4853 -6.0884  -0.051
H 0.3259 -1.2775 -0.7973  0.225
C 0.6803 0.4189 -5.9776  -0.059
H -4.1798 3.8663 -8.3813  0.214
H 0.9220 1.4914 -5.9944  0.168
H -0.1486 1.3612 3.1345  0.190
H 2.0107 -5.3771 4.3219  0.207
H 1.6082 -1.4163 -5.3296  0.211
N 2.4751 -2.1529 5.7849  -0.632
H -4.8912 4.3789 -5.9801  0.209
C -0.0772 -5.6888 4.7890  -0.407
C -1.0502 2.1377 -3.9023  0.266
H -0.0387 -0.9806 -3.0966  0.223
N 0.5348 -3.3598 5.4238  -0.441
C 1.8415 -0.3550 -5.3631  -0.642
C 1.9472 1.5847 2.6106  -0.423
O 3.1450 -0.4534 4.4749  -0.634
C 0.3496 -0.9637 1.7620  0.657
H 0.9805 0.9298 4.4188  0.225
C -0.2742 -4.5228 5.7645  -0.235
H 1.8995 1.3436 1.5468  0.207
O -0.5567 0.2073 -5.3137  -0.541
H -4.7361 2.6559 -5.6254  0.200
H -3.8638 3.8415 -4.6485  0.217
C 2.2845 -1.2780 4.7164  0.650
H 1.4699 -7.0432 4.1376  0.215
N 0.6952 -0.5421 3.0045  -0.408
C -1.0394 2.6776 -2.6119  -0.234
H -0.6891 2.3913 -0.5412  0.211
O 0.2957 -2.1687 1.4919  -0.683
H -0.3874 -5.4129 3.7786  0.197
C 1.6721 -3.1749 6.1935  0.799
C -3.4605 3.1400 -8.0115  -0.604
H -2.4945 1.5262 -5.9115  0.188
H -2.5071 4.4858 -6.6292  0.201
C -0.3181 0.0516 -2.9458  -0.211
H 2.2014 4.6203 4.2879  0.208
H 0.5008 0.0795 -7.0014  0.189
O 1.9361 -3.8633 7.1534  -0.631
C 0.0045 -0.2749 -0.5421  -0.089
C 0.8086 0.8697 3.3448  -0.210

Record 3
C26H39CrF5N2S | wB97M-V/def2-TZVPD

Values from the calculation:
Molecular weight   558.665 g mol⁻¹
Orbital gap (spin up / spin down)   7.846 / 8.451 eV
E_HOMO (spin up / spin down)   -11.6 / -11.5 eV
2S+1   2
E_LUMO (spin up / spin down)   -3.7 / -3.0 eV
Expectation value of S²   0.771
Total charge   +1

Each line ends with the Mulliken spin population.
Positions of all 74 atoms, in Å:
H -3.7414 -2.5606 -1.3057  0.001
Cr 0.2457 -0.1985 -0.3889  1.232
C -2.2252 3.5881 2.4310  0.001
H 2.8055 -3.4232 0.2786  0.000
H 3.1528 -1.0718 1.0092  -0.002
H 3.5524 2.3139 -2.9566  0.000
F -2.4177 1.3059 2.0581  0.002
H 2.1256 -0.6018 -4.7693  0.001
H 4.3733 -3.5476 -0.4977  -0.001
H 2.1828 -0.3907 2.6657  -0.001
C 1.3208 0.2210 2.9439  -0.008
H 0.3230 1.3666 -4.4407  0.000
C -1.8952 4.8575 1.9911  -0.004
C -1.5477 2.6396 0.2996  0.001
H 5.2629 -2.0806 -1.9181  0.000
C 4.3280 -1.5921 -2.1976  0.000
C 0.8015 -2.2003 -1.1487  -0.065
H 4.5612 -0.5552 -2.4243  0.000
N -0.1904 -1.1312 1.4801  -0.027
C 0.0395 -0.5779 2.8462  0.014
H 0.2452 2.1451 -2.8512  0.005
H 4.8070 -1.3731 0.4920  0.000
H -3.0646 -0.9535 -1.5918  -0.001
C -0.3761 -1.8215 -1.8213  -0.035
H 4.0027 0.0880 -0.0423  -0.002
C -0.0414 -0.6389 -2.5156  -0.020
C 1.3521 -0.3159 -2.3278  -0.125
H 1.4672 0.4890 3.9917  0.001
C -1.2276 3.9290 -0.1089  0.000
C 3.3294 -1.7455 -1.0468  -0.005
H 1.2291 2.1167 0.1712  0.013
F -1.0723 6.2434 0.2896  0.000
C -1.3955 5.0291 0.7137  0.002
H 1.4222 2.6785 -4.0559  0.000
H 3.9614 -2.0701 -3.1074  0.000
C 3.8437 -0.9715 0.1711  0.031
H 3.7027 -0.0818 -4.1751  0.000
F -2.0504 5.9006 2.7893  0.000
C -2.8495 -1.9422 -1.1864  0.008
C -2.0256 -2.7583 -3.3885  -0.002
S -1.4104 1.2858 -0.8416  -0.066
H 2.9139 -3.8633 -1.4359  0.001
C 2.9745 1.6669 -2.2940  0.005
C -1.6736 -2.6162 -1.9010  0.006
C 1.9901 0.8348 -3.1199  0.020
H 0.8935 -3.1039 -0.5704  -0.004
C 1.2954 1.4989 2.1304  0.021
H 2.7288 1.0102 -5.1471  -0.001
H -0.6440 -4.5410 -1.7828  0.000
F -0.7253 4.1434 -1.3259  0.000
H -1.1697 -1.3906 1.3949  0.006
H -1.2582 -3.9576 -0.2253  0.001
H 2.3345 0.9745 0.4521  -0.011
C -1.4648 -4.0070 -1.2991  -0.002
H 2.4357 2.3219 -1.6038  0.001
C 1.8934 -1.3436 -1.4735  0.053
H -2.2389 -1.7894 -3.8436  0.000
C 0.9179 1.8063 -3.6368  -0.008
C -2.0552 2.5094 1.5841  0.005
H 2.1214 2.1479 2.4234  0.001
F -2.6992 3.4127 3.6600  0.000
H -2.9167 -3.3786 -3.4990  0.000
H -2.6698 -1.8308 -0.1136  0.002
N 1.3782 1.2443 0.6685  -0.032
H 0.3711 2.0443 2.3211  -0.007
H 3.6810 1.0683 -1.7240  0.000
H -0.8079 0.0588 3.0881  -0.002
H 0.3198 -2.0069 1.4063  0.001
H 0.0494 -1.3971 3.5654  0.000
H -1.2123 -3.2276 -3.9464  0.000
C 3.3416 -3.2329 -0.6545  0.000
H -0.7071 -0.0915 -3.1626  0.005
C 2.6850 0.2465 -4.3691  -0.006
H -2.3711 -4.6007 -1.4264  0.000

Among the records above, which one has the lowest molecular weight?
C26H38N4O5